{"formula": "C29H45BBeBr2CaCl4F8N7O15S", "method": "the ωB97M-V functional and the def2-TZVPD basis", "e_tot_ha": -11545.9431, "total_charge": 1, "homo_ev": -8.93, "orbital_gap_ha": 0.0351, "symbols": ["N", "C", "C", "C", "C", "C", "N", "C", "C", "S", "C", "N", "N", "C", "O", "H", "H", "H", "H", "H", "H", "H", "H", "H", "H", "H", "H", "H", "H", "H", "H", "H", "H", "H", "C", "C", "C", "C", "N", "H", "H", "H", "H", "H", "H", "H", "C", "C", "C", "F", "F", "F", "F", "O", "C", "C", "F", "F", "F", "F", "H", "H", "H", "H", "B", "O", "C", "O", "C", "O", "O", "O", "C", "O", "C", "O", "O", "C", "O", "C", "C", "N", "C", "C", "O", "C", "H", "H", "H", "H", "H", "H", "H", "H", "H", "H", "H", "H", "H", "H", "H", "Ca", "Br", "C", "Cl", "Cl", "Cl", "Cl", "Br", "N", "O", "O", "O", "Be"], "coordinates": [[3.2051, 1.5460, 1.2245], [2.7674, 2.4095, 0.0779], [1.5820, 1.6574, -0.7453], [1.2311, 2.5681, -2.0174], [-0.3071, 2.9580, -2.1726], [-0.8643, 3.9770, -1.0763], [-1.5450, 3.3228, 0.0954], [-2.9961, 2.9482, -0.1823], [-3.9920, 4.1368, 0.2544], [-5.6217, 3.5778, 0.9324], [-6.2291, 2.1239, -0.0029], [-7.3015, 1.2962, 0.4613], [-7.4907, 0.2806, -0.4208], [-6.5378, 0.4858, -1.4543], [-5.7349, 1.6438, -1.2409], [2.8596, 1.9977, 2.0850], [2.7311, 0.6280, 1.1464], [2.3936, 3.4371, 0.4311], [3.6465, 2.5356, -0.6468], [2.0096, 0.6414, -1.0413], [0.7140, 1.4709, -0.0288], [1.9386, 3.4660, -2.0049], [1.5096, 1.9575, -2.9543], [-0.3966, 3.5039, -3.1839], [-0.9543, 2.0153, -2.2924], [-1.6697, 4.6102, -1.6021], [-0.0657, 4.7408, -0.7527], [-1.0769, 2.4656, 0.4373], [-1.4934, 4.0023, 0.8852], [-3.2347, 2.0215, 0.4334], [-3.0237, 2.7051, -1.3068], [-3.4791, 4.8400, 1.0546], [-4.2083, 4.7469, -0.6856], [-6.4583, -0.2302, -2.3422], [-6.4219, -4.3268, -3.1764], [-6.5158, -3.1447, -4.1332], [-7.0028, -3.5406, -5.5282], [-6.0455, -4.3970, -6.2342], [-5.2955, -5.0724, -6.7848], [-5.6775, -5.0537, -3.5100], [-6.1276, -3.9814, -2.1837], [-7.3846, -4.8365, -3.0854], [-5.5403, -2.6538, -4.1998], [-7.2141, -2.4121, -3.7143], [-7.1592, -2.6295, -6.1151], [-7.9783, -4.0486, -5.4569], [5.4661, -0.4218, -0.4564], [4.8878, -1.2085, -1.6519], [4.2990, -2.5827, -1.3292], [5.1940, -3.4259, -0.8053], [3.8309, -3.1861, -2.4897], [5.8265, -1.2946, -2.6184], [3.8813, -0.4448, -2.1785], [6.8827, -0.4964, -0.2489], [7.3823, -1.6089, 0.4652], [8.2654, -2.5193, -0.3963], [7.6095, -2.9674, -1.4906], [8.6506, -3.6134, 0.3023], [6.3610, -2.2621, 1.0515], [8.1234, -1.1005, 1.4722], [5.2901, 0.6345, -0.6765], [4.9113, -0.6049, 0.4676], [3.4568, -2.4977, -0.6379], [9.1579, -1.9892, -0.7340], [2.7281, -0.3810, -6.6417], [2.7617, -0.7982, -8.0518], [4.0430, -0.9965, -8.3751], [4.4228, -1.3474, -9.4624], [4.8908, -0.7216, -7.2075], [6.0910, -0.8064, -7.1646], [4.1233, -0.3565, -6.1761], [2.1001, 0.9466, -6.4987], [1.0485, 0.7979, -5.7018], [0.3055, 1.6934, -5.3740], [0.9358, -0.6091, -5.2884], [0.0850, -1.0715, -4.5627], [1.9196, -1.3147, -5.8349], [0.1098, 0.9036, 3.6339], [1.2951, 1.2719, 4.3211], [1.0599, 2.1881, 5.3915], [1.3226, 1.5041, 6.7309], [0.2933, 0.5062, 7.0291], [0.6304, -0.3532, 8.1577], [1.8481, -1.2732, 7.9976], [1.6599, -2.2942, 7.0252], [1.9515, -1.9128, 5.6857], [0.3958, 0.3325, 2.7486], [-0.5222, 0.2702, 4.2618], [-0.4496, 1.7884, 3.3108], [0.0566, 2.6261, 5.3531], [1.7799, 3.0028, 5.2706], [1.3331, 2.2565, 7.5245], [2.3153, 1.0461, 6.6750], [0.1528, -0.0836, 6.2154], [-0.2541, -0.9959, 8.3435], [0.7589, 0.2678, 9.0516], [1.9878, -1.7959, 8.9492], [2.7760, -0.7208, 7.8211], [2.7436, -1.1655, 5.6228], [1.0441, -1.5522, 5.1944], [2.2781, -2.8045, 5.1457], [-8.4929, -2.6662, -7.1032], [2.7015, -4.8256, -1.6603], [-11.0922, 0.1293, 0.7986], [-10.5968, 1.7899, 1.1811], [-10.1789, -1.0100, 1.8090], [-12.8292, -0.0585, 1.1156], [-10.7645, -0.2066, -0.9165], [-4.2608, 6.3994, 0.8077], [5.4451, -1.0715, 4.6685], [4.4095, -1.2181, 4.0011], [6.0159, 0.0234, 4.6888], [5.9017, -2.0210, 5.3135], [-1.3012, -2.1131, 8.8875]], "forces_ev_per_angstrom": [[-1.05, 0.79, -0.21], [-0.70, -1.02, -0.63], [1.21, 1.08, 0.22], [-0.05, -1.26, -0.34], [0.58, 0.46, -0.69], [0.33, 0.99, -2.30], [-0.07, 0.34, 0.93], [-0.93, -0.80, -0.16], [1.01, -3.28, -2.89], [-0.19, -1.12, -0.72], [-2.16, -2.79, 0.03], [3.65, 2.72, -1.20], [4.44, 1.96, -3.87], [-2.50, -0.37, 2.81], [-2.37, -1.53, 1.81], [0.42, -0.73, -0.34], [0.42, 0.82, 0.26], [0.70, -1.43, -0.51], [-1.28, 0.10, 0.94], [-0.79, 1.33, 0.26], [0.89, 0.23, -0.86], [-1.28, -0.97, -0.06], [-0.52, 1.11, 1.33], [0.06, -0.85, 1.54], [0.89, 1.34, 0.39], [1.04, -0.93, 1.08], [-1.12, -1.51, -0.14], [0.18, 0.59, -0.52], [-0.28, -0.61, -0.48], [0.43, 1.08, -0.84], [-0.16, 0.30, 1.82], [-0.49, -2.14, -0.77], [0.49, -1.27, 1.33], [0.36, 1.73, 1.43], [-0.01, -0.27, -0.10], [0.01, 0.26, 0.75], [1.25, -0.25, 0.95], [-0.02, -0.17, -0.29], [-0.26, 0.21, 0.09], [-0.06, 0.05, 0.01], [-0.05, 0.00, -0.14], [0.06, 0.02, 0.05], [-0.13, -0.04, -0.28], [-0.02, -0.01, -0.16], [3.33, 0.17, 2.32], [-0.15, -0.37, 0.29], [0.23, 0.55, 0.56], [1.18, 0.72, -0.71], [0.45, 0.45, 1.04], [-0.21, 0.20, -0.36], [0.11, 0.43, -0.55], [-0.28, -0.33, 0.20], [-0.34, -0.35, 0.35], [-0.29, -1.43, -0.16], [-0.90, 1.51, 0.55], [0.56, -0.40, -0.43], [-0.10, 0.22, 0.14], [-0.18, 0.29, 0.25], [0.32, -0.36, -0.05], [0.22, -0.30, -0.44], [0.07, -0.20, -0.19], [0.09, -0.19, -0.10], [-0.01, 0.15, -0.16], [-0.07, 0.18, 0.14], [0.67, -0.15, -0.48], [0.37, 0.11, 0.51], [-1.19, -0.68, -2.67], [-0.08, 0.20, 0.68], [2.21, 0.42, 1.98], [-0.70, 0.00, -0.15], [-0.37, -0.13, -0.46], [-0.78, -0.42, 0.69], [0.37, 2.76, -0.98], [0.03, -0.33, 0.20], [-0.17, -2.89, 0.78], [0.15, 0.41, -0.13], [-0.66, 0.76, 0.33], [0.54, -0.13, 0.12], [-0.67, 0.14, -0.36], [0.53, -0.04, 0.39], [-0.24, 0.01, -0.28], [-0.09, -0.24, 0.14], [1.00, 0.81, -0.64], [-0.37, -0.62, 0.20], [0.03, 0.46, 0.27], [-0.08, -0.36, 0.00], [0.09, -0.01, 0.08], [-0.24, 0.09, -0.09], [-0.14, 0.05, 0.07], [-0.03, -0.21, -0.02], [-0.02, -0.03, 0.06], [-0.01, -0.04, 0.00], [0.11, 0.17, -0.02], [0.10, 0.09, 0.08], [0.43, 0.47, -0.22], [-0.06, -0.06, -0.01], [-0.01, -0.03, -0.02], [-0.10, 0.12, -0.14], [-0.12, -0.02, 0.04], [0.03, 0.16, -0.15], [0.06, 0.10, 0.16], [-3.92, 0.41, -3.49], [-0.74, -1.05, 0.03], [0.01, 0.12, 0.26], [-0.14, -0.34, -0.11], [-0.15, 0.19, -0.21], [0.30, 0.01, -0.09], [-0.13, 0.02, 0.10], [-0.94, 5.47, 1.24], [0.58, 0.10, 0.22], [-0.12, -0.02, -0.25], [-0.23, -0.17, -0.07], [-0.24, 0.10, -0.14], [-0.81, -0.89, 0.36]]}